(w)
{"formula": "C4H12NO", "method": "the ωB97M-V functional and the def2-TZVPD basis", "e_homo_ev": -13.074, "charge": 1, "lumo_energy_ev": -3.293, "gap_ev": 9.8, "species": ["C", "C", "N", "H", "H", "H", "H", "H", "H", "H", "H", "C", "C", "O", "H", "H", "H", "H"], "coordinates": [[-0.82278, -0.17515, -2.45228], [-0.23128, 1.15589, -2.03599], [0.97041, 0.92455, -1.15918], [-1.67063, -0.00239, -3.10874], [-0.10102, -0.78441, -2.99860], [-1.17824, -0.74044, -1.59374], [0.09388, 1.74457, -2.88822], [-0.93538, 1.73356, -1.44107], [0.72660, 0.39963, -0.29034], [1.42451, 1.79418, -0.88383], [1.68264, 0.36435, -1.63835], [-0.58152, -1.08194, 3.09630], [-0.32104, -0.35704, 2.02744], [0.73243, -0.61358, 1.15031], [-1.41569, -0.81656, 3.72636], [0.01367, -1.94234, 3.36985], [-0.89923, 0.50678, 1.73036], [1.16564, -1.43111, 1.44163]], "lowdin_charge": [-0.065, -0.190, 0.174, 0.094, 0.089, 0.084, 0.129, 0.130, 0.102, 0.171, 0.173, 0.041, -0.242, -0.068, 0.071, 0.074, 0.111, 0.123]}

(x)
{"formula": "C4H12NO", "method": "the ωB97M-V functional and the def2-TZVPD basis", "smiles": "CC[NH2+]CCO", "e_homo_ev": -14.941, "charge": 1, "lumo_energy_ev": -3.114, "gap_ev": 11.8, "species": ["C", "C", "N", "C", "C", "O", "H", "H", "H", "H", "H", "H", "H", "H", "H", "H", "H", "H"], "coordinates": [[-1.04240, 2.46605, 0.50297], [-0.99795, 1.01393, -0.33341], [0.49344, 0.36931, 0.12230], [0.64493, -1.04475, 0.67811], [0.37603, -2.00480, -0.31934], [1.17523, -1.75295, -1.47190], [-1.35167, 2.11576, 1.56524], [-1.81667, 3.11410, 0.13345], [-0.01798, 2.92223, 0.65081], [-1.59922, 0.18236, 0.15984], [-0.89982, 0.99243, -1.45372], [1.06337, 0.97262, 0.82748], [0.96414, 0.39302, -0.85520], [1.73019, -1.13366, 0.83775], [0.11911, -1.13154, 1.61806], [0.59951, -3.00139, 0.15166], [-0.63309, -1.99667, -0.70683], [1.19286, -2.47604, -2.10728]], "lowdin_charge": [-0.046, -0.031, 0.008, -0.159, -0.281, -0.047, 0.100, 0.058, 0.081, 0.122, 0.124, 0.193, 0.178, 0.151, 0.147, 0.162, 0.126, 0.113]}

Most stable to least stable: (w), (x)

(w)
{"formula": "C3H9NOS", "method": "the ωB97M-V functional and the def2-TZVPD basis", "smiles": "N[C@H](CO)CS", "e_homo_ev": -8.605, "lumo_energy_ev": 0.619, "gap_ev": 9.2, "species": ["N", "C", "C", "O", "C", "S", "H", "H", "H", "H", "H", "H", "H", "H", "H"], "coordinates": [[-0.39235, -0.38599, 1.26263], [0.22778, 0.45999, 0.27284], [-0.24181, 1.85555, 0.14640], [0.23386, 2.59660, 1.29823], [0.05530, -0.32515, -1.01637], [0.15246, -2.13608, -1.11576], [-1.08534, 0.16451, 1.68956], [0.26930, -0.34292, 2.01260], [1.33683, 0.54191, 0.45312], [-1.24231, 1.63289, -0.02601], [0.16848, 2.41511, -0.67145], [-0.39602, 2.45900, 2.00795], [0.84028, -0.18662, -1.86055], [-1.09251, -0.25465, -1.35739], [-0.61008, -2.26521, -0.03698]], "lowdin_charge": [0.040, -0.504, -0.219, -0.045, -0.563, 0.665, 0.057, 0.084, 0.159, 0.102, 0.129, 0.075, 0.081, 0.105, -0.167]}

(x)
{"formula": "C3H9NOS", "method": "the ωB97M-V functional and the def2-TZVPD basis", "smiles": "NC=O.CCS", "e_homo_ev": -9.147, "lumo_energy_ev": 0.592, "gap_ev": 9.7, "species": ["N", "C", "O", "H", "H", "H", "C", "C", "S", "H", "H", "H", "H", "H", "H"], "coordinates": [[3.38399, -0.77496, 0.52908], [3.96655, -1.10683, 1.72438], [4.47884, -0.30492, 2.46648], [2.49572, -1.19892, 0.32086], [3.49287, 0.16106, 0.23183], [3.98121, -2.17534, 1.98738], [-1.52984, 0.24982, -0.74317], [-2.67942, 1.24727, -0.92728], [-4.28415, 0.57949, -0.32960], [-1.71544, -0.66711, -0.16358], [-0.86269, 0.59869, 0.06142], [-1.04874, -0.06053, -1.66781], [-2.48766, 2.05255, -0.21927], [-2.73182, 1.66683, -1.91901], [-4.45941, -0.26711, -1.35172]], "lowdin_charge": [0.105, -0.416, 0.019, 0.087, 0.082, 0.123, -0.197, -0.602, 0.660, 0.057, 0.065, 0.063, 0.050, 0.059, -0.156]}

Most stable to least stable: (x), (w)

(w)
{"formula": "C3H9NOS", "method": "the ωB97M-V functional and the def2-TZVPD basis", "smiles": "N[C@H](CO)CS", "e_homo_ev": -8.852, "lumo_energy_ev": 0.800, "gap_ev": 9.7, "species": ["N", "C", "C", "O", "C", "S", "H", "H", "H", "H", "H", "H", "H", "H", "H"], "coordinates": [[0.49927, -0.03404, -1.81622], [0.20985, -0.30124, -0.42197], [-1.23141, 0.13611, -0.11615], [-1.57848, -0.25754, 1.21906], [1.22920, 0.37664, 0.42368], [1.53770, -0.22821, 2.10113], [-0.16133, -0.50954, -2.46785], [1.42309, -0.40348, -2.06668], [0.10843, -1.32480, -0.06212], [-1.92381, -0.23112, -0.84789], [-1.17993, 1.22804, -0.21435], [-2.52363, -0.02832, 1.34508], [2.19653, 0.17950, -0.04589], [1.10947, 1.48184, 0.34761], [0.28504, -0.08385, 2.62256]], "lowdin_charge": [0.036, -0.513, -0.232, -0.096, -0.559, 0.708, 0.094, 0.080, 0.128, 0.109, 0.121, 0.104, 0.061, 0.098, -0.138]}

(x)
{"formula": "C3H9NOS", "method": "the ωB97M-V functional and the def2-TZVPD basis", "smiles": "N[C@H](CO)CS", "e_homo_ev": -8.877, "lumo_energy_ev": 0.739, "gap_ev": 9.6, "species": ["N", "C", "C", "O", "C", "S", "H", "H", "H", "H", "H", "H", "H", "H", "H"], "coordinates": [[0.10585, -0.80104, 1.17419], [0.29083, -0.20618, -0.15675], [0.25659, 1.34690, -0.05481], [1.16109, 1.85609, 0.96556], [-0.89295, -0.52131, -1.02735], [-1.01917, -2.35995, -1.47507], [-0.29399, -0.16832, 1.84749], [0.98309, -1.05770, 1.61724], [1.28044, -0.50584, -0.49237], [-0.66126, 1.89406, 0.19122], [0.56379, 1.83350, -0.98845], [0.70852, 1.71094, 1.78540], [-0.81505, -0.00458, -1.98178], [-1.83779, -0.37673, -0.51855], [0.17001, -2.63982, -0.88598]], "lowdin_charge": [0.035, -0.450, -0.212, -0.082, -0.494, 0.646, 0.063, 0.080, 0.143, 0.125, 0.121, 0.051, 0.067, 0.065, -0.156]}

(y)
{"formula": "C3H9NOS", "method": "the ωB97M-V functional and the def2-TZVPD basis", "smiles": "NC=O.CCS", "e_homo_ev": -8.998, "lumo_energy_ev": 0.729, "gap_ev": 9.7, "species": ["N", "C", "O", "H", "H", "H", "C", "C", "S", "H", "H", "H", "H", "H", "H"], "coordinates": [[0.33706, 2.33511, -2.27573], [0.56063, 2.02407, -0.97976], [0.36044, 2.79098, -0.07327], [0.64155, 1.66451, -2.96246], [0.63610, 3.24588, -2.59923], [1.04878, 1.06721, -0.75816], [0.18487, -0.75584, 0.79766], [-0.38544, -1.77887, 1.72994], [-2.19177, -2.09775, 1.33584], [-0.31278, 0.17195, 0.55536], [0.22396, -1.25133, -0.19494], [1.25071, -0.59990, 1.00806], [0.04537, -2.76318, 1.56773], [-0.29496, -1.57402, 2.79624], [-2.10453, -2.47881, 0.05271]], "lowdin_charge": [0.111, -0.439, 0.033, 0.087, 0.107, 0.103, -0.221, -0.574, 0.643, 0.044, 0.074, 0.081, 0.052, 0.067, -0.165]}

Most stable to least stable: (y), (w), (x)

(w)
{"formula": "C3H9NOS", "method": "the ωB97M-V functional and the def2-TZVPD basis", "e_homo_ev": -10.103, "lumo_energy_ev": -3.936, "gap_ev": 6.2, "species": ["C", "O", "C", "C", "S", "N", "H", "H", "H", "H", "H", "H", "H", "H", "H"], "coordinates": [[1.40778, 0.59887, -0.38578], [2.20561, -0.19866, -1.22027], [0.16568, -0.11914, 0.12357], [-0.77314, 0.90247, 0.89991], [-2.29979, -2.54529, 0.77694], [-0.46184, -0.82544, -0.97677], [1.09917, 1.55065, -0.95029], [1.94675, 0.93447, 0.48365], [1.58971, -1.01866, -1.28215], [0.51166, -0.76804, 0.94040], [-1.70079, 1.27367, 0.47371], [-1.13515, 0.31760, 1.69629], [-0.23790, 1.77284, 1.29434], [-1.09147, -1.57279, -0.49530], [-1.22627, -0.30254, -1.37825]], "lowdin_charge": [-0.288, -0.081, -0.443, -0.055, 0.155, 0.060, 0.141, 0.109, 0.112, 0.138, 0.073, 0.029, 0.080, -0.117, 0.088]}

(x)
{"formula": "C3H9NOS", "method": "the ωB97M-V functional and the def2-TZVPD basis", "smiles": "C=[S@](C)(=O)NC", "e_homo_ev": -8.301, "lumo_energy_ev": 0.820, "gap_ev": 9.1, "species": ["C", "S", "C", "O", "N", "C", "H", "H", "H", "H", "H", "H", "H", "H", "H"], "coordinates": [[1.06574, -0.57703, 1.39552], [0.99030, 0.04479, -0.14708], [0.47606, -1.21669, -1.40039], [2.23623, 0.72904, -0.51285], [-0.44194, 1.15045, -0.49058], [-1.54151, 0.80201, 0.49845], [1.38821, 0.19254, 2.10051], [0.09103, -0.89145, 1.72656], [0.47300, -2.23773, -0.88720], [-0.53772, -0.81008, -1.81386], [1.35144, -1.25294, -1.98706], [0.09147, 2.09988, -0.31604], [-1.85033, 1.53356, 1.16297], [-2.48758, 0.63768, -0.18535], [-1.30437, -0.20403, 0.85641]], "lowdin_charge": [-0.290, 0.721, -0.138, -0.391, -0.250, -0.152, 0.019, -0.025, 0.085, 0.095, 0.027, 0.118, 0.043, 0.105, 0.035]}

Most stable to least stable: (x), (w)

(w)
{"formula": "C2H6O2", "method": "the ωB97M-V functional and the def2-TZVPD basis", "smiles": "C=O.CO", "e_homo_ev": -9.963, "lumo_energy_ev": 0.824, "gap_ev": 10.8, "species": ["C", "O", "H", "H", "C", "O", "H", "H", "H", "H"], "coordinates": [[2.23084, 0.80413, -0.18864], [2.78001, -0.19413, 0.18947], [2.60665, 1.79842, 0.13036], [1.33689, 0.82412, -0.83495], [-1.38141, -0.71276, 0.42542], [-1.28568, 0.20293, -0.66551], [-0.48314, -1.33080, 0.44667], [-2.24308, -1.37189, 0.31682], [-1.46229, -0.17262, 1.36929], [-2.09878, 0.15260, -1.18892]], "lowdin_charge": [-0.144, -0.011, 0.079, 0.070, -0.154, -0.142, 0.075, 0.076, 0.074, 0.077]}

(x)
{"formula": "C2H6O2", "method": "the ωB97M-V functional and the def2-TZVPD basis", "smiles": "O=CO.C", "e_homo_ev": -11.109, "lumo_energy_ev": 0.858, "gap_ev": 12.0, "species": ["O", "C", "O", "H", "H", "C", "H", "H", "H", "H"], "coordinates": [[1.31195, 2.84201, 2.55801], [1.68214, 2.54524, 1.46106], [0.87556, 2.52070, 0.37599], [2.70404, 2.25500, 1.17539], [-0.03232, 2.54769, 0.71703], [-3.03024, -6.30184, -3.33858], [-3.77220, -6.17046, -4.12374], [-2.32052, -5.46828, -3.41012], [-2.38138, -7.16642, -3.49807], [-3.48820, -6.30433, -2.35787]], "lowdin_charge": [0.071, -0.389, 0.062, 0.140, 0.117, -0.054, 0.014, 0.015, 0.015, 0.010]}

Most stable to least stable: (x), (w)

(w)
{"formula": "C2H6O2", "method": "the ωB97M-V functional and the def2-TZVPD basis", "smiles": "C=C.OO", "e_homo_ev": -10.421, "lumo_energy_ev": 1.035, "gap_ev": 11.5, "species": ["C", "C", "H", "H", "H", "H", "O", "O", "H", "H"], "coordinates": [[-1.55397, 0.59175, -0.23216], [-1.52425, -0.62929, 0.28932], [-0.69830, 1.06482, -0.71524], [-2.44558, 1.20186, -0.18864], [-0.62723, -1.26505, 0.27877], [-2.40099, -1.05784, 0.78338], [2.55859, 0.41190, 0.52246], [2.31321, -0.61285, -0.44255], [3.02141, 1.04817, -0.03727], [1.35711, -0.75348, -0.25808]], "lowdin_charge": [-0.073, -0.076, 0.047, 0.043, 0.037, 0.051, -0.088, -0.094, 0.087, 0.066]}

(x)
{"formula": "C2H6O2", "method": "the ωB97M-V functional and the def2-TZVPD basis", "smiles": "COCO", "e_homo_ev": -9.634, "lumo_energy_ev": 0.821, "gap_ev": 10.5, "species": ["C", "O", "C", "O", "H", "H", "H", "H", "H", "H"], "coordinates": [[1.13421, 0.51263, -0.52421], [0.64082, -0.13980, 0.66497], [-0.78130, -0.31991, 0.72782], [-1.43432, -0.01748, -0.46556], [2.19454, 0.56303, -0.07748], [0.61803, 1.37943, -0.78624], [1.26708, -0.16065, -1.13498], [-1.11233, -1.45446, 1.25061], [-1.18543, 0.35552, 1.48975], [-1.34129, -0.71830, -1.14467]], "lowdin_charge": [-0.053, -0.186, -0.311, -0.052, 0.137, 0.081, -0.014, 0.177, 0.107, 0.115]}

Most stable to least stable: (x), (w)

(w)
{"formula": "C2H6O2", "method": "the ωB97M-V functional and the def2-TZVPD basis", "smiles": "C=CO.O", "e_homo_ev": -9.424, "lumo_energy_ev": 0.577, "gap_ev": 10.0, "species": ["C", "C", "O", "H", "H", "H", "H", "O", "H", "H"], "coordinates": [[-0.12725, -0.53385, -1.27226], [-0.51756, 0.42503, -0.45787], [-1.62013, 1.17726, -0.68415], [0.77487, -1.13030, -1.20947], [-0.72518, -0.85670, -2.12148], [0.13685, 0.73605, 0.35129], [-1.70204, 1.92336, -0.06618], [1.89392, -0.96674, 1.90003], [1.30859, -0.26639, 1.59976], [1.83211, -1.62671, 1.20188]], "lowdin_charge": [0.008, -0.298, 0.003, 0.048, 0.062, 0.090, 0.111, -0.052, -0.003, 0.031]}

(x)
{"formula": "C2H6O2", "method": "the ωB97M-V functional and the def2-TZVPD basis", "e_homo_ev": -10.111, "lumo_energy_ev": 0.351, "gap_ev": 10.5, "species": ["C", "C", "O", "H", "H", "H", "H", "H", "H", "O"], "coordinates": [[0.79157, 0.68735, -0.67998], [-0.07755, -0.39755, -1.02446], [-0.33337, -1.37007, -0.25066], [1.80448, 0.53123, -0.33867], [0.68769, 1.67420, -1.12660], [-0.63053, -0.36372, -1.96338], [-0.38264, 0.60635, -0.23785], [-0.39298, -0.67763, 2.56630], [-0.60477, -0.59054, 1.10323], [-0.86190, -0.09961, 1.95208]], "lowdin_charge": [0.046, -0.370, -0.063, 0.104, 0.088, 0.137, 0.163, 0.032, -0.023, -0.115]}

Most stable to least stable: (w), (x)